Model i:
Molecular formula: C5H13NS
Method: DFT, ωB97M-V/def2-TZVPD

XYZ file:
```
20
Properties=species:S:1:pos:R:3
C -0.56 -2.24 -1.10
N -0.14 -1.49 0.11
C -0.45 -0.05 -0.09
C -1.95 0.26 0.02
C 0.39 0.77 0.95
C 1.78 1.07 0.39
S 2.79 2.39 1.15
H -1.44 -1.83 -1.59
H 0.26 -2.33 -1.80
H -0.96 -3.21 -0.79
H 0.86 -1.57 0.23
H -0.11 0.23 -1.09
H -2.27 0.51 -0.99
H -2.48 -0.61 0.41
H -2.15 1.18 0.58
H -0.13 1.72 1.03
H 0.42 0.27 1.91
H 2.46 0.26 0.64
H 1.66 1.31 -0.66
H 2.01 3.35 0.68
```

Calculated values
Highest occupied orbital energy (Ha): -0.33174
SMILES: CN[C@@H](C)CCS
HOMO-LUMO gap (Ha): 0.36726
Total charge: 0
LUMO level (eV): 0.97

=====

Model ii:
Molecular formula: C5H13NS
Method: DFT, ωB97M-V/def2-TZVPD

XYZ file:
```
20
Properties=species:S:1:pos:R:3
C 3.81 0.03 0.27
C 2.62 -0.59 -0.44
N 1.33 -0.01 0.02
C 0.13 -0.79 -0.36
C -0.87 0.10 -1.19
C -1.53 1.05 -0.14
S -2.88 0.22 0.83
H 4.66 -0.36 -0.30
H 3.74 1.12 0.28
H 4.02 -0.31 1.29
H 2.67 -1.68 -0.41
H 2.64 -0.28 -1.47
H 1.22 0.00 1.03
H -0.43 -1.00 0.58
H 0.47 -1.60 -1.02
H -0.40 0.58 -2.05
H -1.73 -0.49 -1.48
H -0.70 1.46 0.50
H -2.05 1.91 -0.51
H -2.35 -0.97 1.16
```

Calculated values
Highest occupied orbital energy (Ha): -0.32648
SMILES: CCNCCCS
HOMO-LUMO gap (Ha): 0.36154
Total charge: 0
LUMO level (eV): 0.95

=====

Result of the stability comparison: model i is the most stable of them.

=====

Model i:
Molecular formula: C5H13NS
Method: DFT, ωB97M-V/def2-TZVPD

XYZ file:
```
20
Properties=species:S:1:pos:R:3
C -2.28 0.93 1.54
C -1.48 0.76 0.23
N -0.08 0.52 0.56
C 0.63 -0.14 -0.55
C 0.22 -1.63 -0.74
C 2.12 -0.08 -0.29
S 3.10 -0.22 -1.82
H -1.68 1.51 2.27
H -2.59 -0.03 1.93
H -3.16 1.54 1.32
H -2.00 -0.03 -0.32
H -1.52 1.67 -0.38
H 0.01 0.00 1.42
H 0.37 0.39 -1.47
H 0.93 -2.25 -0.20
H 0.06 -1.91 -1.78
H -0.71 -1.87 -0.17
H 2.45 -0.97 0.27
H 2.53 0.73 0.29
H 3.10 1.07 -2.11
```

Calculated values
Highest occupied orbital energy (Ha): -0.32494
SMILES: CCN[C@H](C)CS
HOMO-LUMO gap (Ha): 0.36261
Total charge: 0
LUMO level (eV): 1.03

=====

Model ii:
Molecular formula: C5H13NS
Method: DFT, ωB97M-V/def2-TZVPD

XYZ file:
```
20
Properties=species:S:1:pos:R:3
C -0.34 0.56 2.23
C -1.45 1.38 1.63
C -2.14 0.98 0.55
N -2.00 -0.32 -0.02
H -0.70 -0.03 3.07
H 0.12 -0.12 1.50
H 0.45 1.23 2.59
H -1.72 2.32 2.09
H -2.87 1.62 0.06
H -1.81 -1.03 0.69
H -2.84 -0.58 -0.52
C 2.76 0.09 -0.32
C 1.73 0.07 -1.44
S 0.53 -1.28 -1.30
H 3.22 -0.89 -0.15
H 2.29 0.39 0.62
H 3.56 0.82 -0.52
H 2.20 -0.04 -2.42
H 1.22 1.03 -1.46
H -0.55 -0.53 -0.58
```

Calculated values
Highest occupied orbital energy (Ha): -0.29840
SMILES: C/C=C\N.CCS
HOMO-LUMO gap (Ha): 0.32532
Total charge: 0
LUMO level (eV): 0.73

=====

Model iii:
Molecular formula: C5H13NS
Method: DFT, ωB97M-V/def2-TZVPD

XYZ file:
```
20
Properties=species:S:1:pos:R:3
C 2.85 2.01 -0.09
C 2.08 0.69 -0.16
S 1.45 0.34 1.47
H 3.71 2.06 0.58
H 2.18 2.80 0.29
H 3.30 2.36 -1.03
H 2.76 -0.11 -0.47
H 1.22 0.68 -0.81
C -2.44 -0.31 -1.62
C -1.72 -0.43 -0.27
C -1.93 -1.39 0.69
N -1.19 -1.42 1.88
H -3.18 -1.09 -1.71
H -3.04 0.60 -1.74
H -1.78 -0.46 -2.47
H -1.11 0.43 0.05
H -2.84 -1.99 0.64
H -0.31 -0.82 1.87
H -0.89 -2.39 2.13
H 0.89 -1.56 0.78
```

Calculated values
Highest occupied orbital energy (Ha): -0.29124
HOMO-LUMO gap (Ha): 0.24057
Total charge: 0
LUMO level (eV): -1.38

=====

Model iv:
Molecular formula: C5H13NS
Method: DFT, ωB97M-V/def2-TZVPD

XYZ file:
```
20
Properties=species:S:1:pos:R:3
C 0.79 -0.22 2.24
C -0.41 0.14 1.47
C -0.25 1.36 0.54
N -1.09 1.14 -0.75
C -0.25 0.43 -1.70
C 0.06 -1.08 -1.31
S 1.56 -1.69 -2.08
H 0.92 0.40 3.20
H 0.81 -1.28 2.47
H 1.73 -0.14 1.75
H -0.74 -0.75 0.92
H -1.26 0.21 2.11
H 0.69 1.76 0.45
H -0.78 2.22 1.04
H -2.05 0.87 -0.64
H 0.70 0.91 -1.99
H -0.83 0.58 -2.65
H 0.14 -1.26 -0.21
H -0.77 -1.71 -1.53
H 1.02 -1.88 -3.33
```

Calculated values
Highest occupied orbital energy (Ha): -0.30822
SMILES: CCCNCCS
HOMO-LUMO gap (Ha): 0.34247
Total charge: 0
LUMO level (eV): 0.93

=====

Result of the stability comparison: model i is the most stable of them.

=====

Model i:
Molecular formula: C5H13NS
Method: DFT, ωB97M-V/def2-TZVPD

XYZ file:
```
20
Properties=species:S:1:pos:R:3
C -1.55 1.80 1.60
C -0.40 0.79 1.94
C 1.02 1.05 1.20
S 1.29 2.11 0.09
H -2.20 2.02 2.46
H -1.32 2.72 1.25
H -2.31 1.39 0.93
H -0.80 -0.27 1.51
H -0.16 0.40 2.93
H 1.77 0.41 1.59
C -0.18 -3.73 -0.99
C 1.05 -3.66 -1.39
H -1.12 -3.96 -1.51
H -0.38 -3.55 0.04
H 1.76 -3.43 -0.59
H 1.46 -3.76 -2.44
N 1.33 0.71 -2.98
H 0.88 -0.12 -2.24
H 1.89 1.13 -2.33
H 1.93 0.33 -3.89
```

Calculated values
Highest occupied orbital energy (Ha): -0.32116
SMILES: CCC=S.C=C.N
HOMO-LUMO gap (Ha): 0.32238
Total charge: 0
LUMO level (eV): 0.03

=====

Model ii:
Molecular formula: C5H13NS
Method: DFT, ωB97M-V/def2-TZVPD

XYZ file:
```
20
Properties=species:S:1:pos:R:3
C 1.25 1.89 -1.97
C 2.06 0.76 -1.17
N 1.05 -0.07 -0.34
C 0.05 0.19 0.70
C 0.83 0.62 2.01
C -0.81 -0.94 1.12
S -2.18 -1.37 -0.18
H 0.56 2.47 -1.16
H 0.48 1.44 -2.72
H 1.83 2.68 -2.32
H 2.69 0.30 -1.88
H 2.77 1.04 -0.34
H 0.64 -0.66 -1.07
H -0.39 1.20 0.32
H 1.54 1.51 1.83
H 1.53 -0.18 2.29
H 0.13 0.69 2.80
H -1.26 -0.75 2.18
H -0.05 -1.72 0.93
H -3.20 -0.62 0.30
```

Calculated values
Highest occupied orbital energy (Ha): -0.30612
SMILES: CCN[C@H](C)CS
HOMO-LUMO gap (Ha): 0.34073
Total charge: 0
LUMO level (eV): 0.94

=====

Result of the stability comparison: model ii is the most stable of them.

=====

Model i:
Molecular formula: C21H36O21
Method: DFT, ωB97M-V/def2-TZVPD

XYZ file:
```
78
Properties=species:S:1:pos:R:3
C -6.50 22.17 2.09
O -7.76 22.41 2.76
C -8.87 22.36 2.00
O -8.99 22.21 0.75
O -9.79 22.52 2.85
C -11.19 22.33 2.51
H -6.60 21.88 1.04
H -5.87 21.45 2.60
H -5.93 23.10 2.12
H -11.54 23.23 2.00
H -11.83 22.15 3.37
H -11.27 21.44 1.89
C -23.56 13.11 11.33
O -22.60 12.49 10.42
C -22.12 11.25 10.66
O -22.50 10.60 11.64
O -21.38 10.84 9.70
C -21.06 9.46 9.46
H -23.34 13.04 12.40
H -24.54 12.66 11.19
H -23.49 14.20 11.23
H -21.78 8.97 8.81
H -21.02 8.78 10.31
H -20.09 9.26 9.01
C -11.92 12.79 9.72
O -11.96 14.13 10.11
C -10.80 14.91 9.89
O -9.64 14.44 9.56
O -10.97 16.14 10.36
C -12.22 16.81 10.26
H -10.98 12.24 9.80
H -12.21 12.59 8.69
H -12.60 12.20 10.34
H -13.08 16.27 10.67
H -12.50 17.00 9.23
H -11.98 17.73 10.79
C -16.94 18.40 7.64
O -17.32 18.81 8.99
C -17.92 17.99 9.84
O -18.01 16.81 9.63
O -18.48 18.77 10.87
C -19.29 18.14 11.87
H -16.45 19.27 7.20
H -17.75 18.23 6.93
H -16.26 17.56 7.57
H -20.04 18.78 12.35
H -18.58 17.80 12.62
H -19.77 17.26 11.43
O -21.59 19.65 18.32
C -22.52 19.90 17.61
O -23.34 20.92 17.75
C -23.93 21.10 16.44
C -24.09 19.74 15.94
O -22.86 19.22 16.48
H -24.96 21.40 16.64
H -23.39 21.76 15.75
H -24.15 19.67 14.86
H -24.92 19.21 16.41
O -20.08 13.86 15.93
C -20.16 13.57 17.10
O -21.05 14.04 17.95
C -20.99 13.36 19.18
C -19.71 12.58 19.13
O -19.23 12.93 17.82
H -21.00 14.01 20.05
H -21.81 12.64 19.26
H -19.80 11.50 19.22
H -19.08 12.92 19.95
O -18.50 15.73 2.67
C -17.33 15.38 2.82
O -16.86 14.26 3.20
C -15.49 14.38 3.52
C -15.18 15.48 2.54
O -16.37 16.16 2.47
H -15.29 14.67 4.55
H -15.04 13.44 3.21
H -14.91 15.12 1.55
H -14.36 16.02 3.01
```

Calculated values
Highest occupied orbital energy (Ha): -0.37703
SMILES: COC(=O)OC.COC(=O)OC.COC(=O)OC.COC(=O)OC.O=C1OCCO1.O=C1OCCO1.O=C1OCCO1
HOMO-LUMO gap (Ha): 0.37744
Total charge: 0
LUMO level (eV): 0.01

=====

Model ii:
Molecular formula: C21H36O21
Method: DFT, ωB97M-V/def2-TZVPD

XYZ file:
```
78
Properties=species:S:1:pos:R:3
C -3.12 -10.42 13.15
O -4.07 -11.50 12.99
C -3.73 -12.48 12.09
O -3.02 -12.46 11.12
O -4.40 -13.66 12.33
C -4.95 -14.00 13.59
H -2.98 -9.86 12.23
H -2.19 -10.78 13.60
H -3.54 -9.61 13.74
H -4.41 -13.54 14.42
H -4.83 -15.07 13.77
H -6.04 -13.86 13.60
C -0.56 -1.57 13.67
O -0.42 -2.89 13.32
C -1.46 -3.68 13.20
O -2.70 -3.42 13.21
O -0.97 -4.85 12.93
C -1.73 -5.81 12.23
H -0.49 -1.64 14.75
H -1.47 -1.00 13.47
H 0.22 -0.91 13.27
H -1.16 -6.72 12.08
H -1.97 -5.38 11.26
H -2.60 -6.13 12.81
C -6.83 -10.55 20.45
O -5.86 -10.85 19.40
C -6.25 -10.66 18.17
O -7.35 -10.53 17.67
O -5.14 -10.96 17.43
C -5.27 -11.02 16.03
H -6.67 -9.55 20.83
H -6.54 -11.22 21.26
H -7.82 -10.68 20.01
H -6.10 -11.62 15.65
H -4.36 -11.35 15.54
H -5.58 -10.05 15.65
C -2.11 -14.43 23.22
O -2.85 -13.30 22.73
C -2.30 -12.31 22.03
O -1.08 -12.04 21.91
O -3.31 -11.46 21.70
C -2.83 -10.20 21.14
H -1.60 -14.86 22.37
H -2.77 -15.12 23.75
H -1.34 -14.08 23.91
H -3.68 -9.61 20.81
H -2.16 -10.45 20.31
H -2.27 -9.79 21.98
O -2.14 -7.26 14.91
C -2.28 -7.74 15.99
O -1.93 -7.14 17.14
C -2.04 -8.01 18.22
C -2.89 -9.14 17.69
O -2.80 -8.93 16.27
H -1.09 -8.48 18.50
H -2.56 -7.62 19.09
H -3.89 -8.85 18.00
H -2.70 -10.15 18.06
O 0.02 -10.44 15.65
C 0.38 -10.44 16.84
O -0.38 -10.89 17.91
C 0.40 -10.90 19.04
C 1.77 -10.78 18.48
O 1.63 -10.16 17.26
H 0.14 -10.12 19.76
H 0.07 -11.81 19.54
H 2.33 -11.71 18.45
H 2.33 -10.12 19.14
O -1.16 -15.11 19.44
C -1.37 -14.49 18.38
O -1.03 -14.90 17.16
C -1.11 -13.79 16.27
C -2.33 -12.98 16.87
O -2.02 -13.33 18.28
H -0.16 -13.26 16.20
H -1.27 -14.10 15.24
H -3.31 -13.42 16.65
H -2.46 -11.96 16.50
```

Calculated values
Highest occupied orbital energy (Ha): -0.37571
SMILES: COC(=O)OC.COC(=O)OC.COC(=O)OC.COC(=O)OC.O=C1OCCO1.O=C1OCCO1.O=C1OCCO1
HOMO-LUMO gap (Ha): 0.38360
Total charge: 0
LUMO level (eV): 0.21

=====

Result of the stability comparison: model ii is the most stable of them.